{
  "formula": "C4H7NO2",
  "method": "the ωB97M-V functional and the def2-TZVPD basis",
  "lumo_energy_ev": 0.518,
  "energy_ha": -361.768487,
  "e_homo_ev": -9.37,
  "orbital_gap_ha": 0.3634,
  "species": ["C", "C", "C", "O", "C", "O", "N", "H", "H", "H", "H", "H", "H", "H"],
  "coordinates": [[-0.03, 1.75, 0.10], [0.19, 0.28, -0.08], [1.54, -0.11, -0.48], [2.36, 0.69, -0.85], [-0.55, -0.63, 0.77], [-0.92, -0.64, 1.91], [-1.00, -1.68, -0.14], [0.52, 2.14, 0.96], [0.33, 2.28, -0.79], [-1.09, 1.99, 0.22], [-0.33, -0.58, -1.02], [1.74, -1.21, -0.48], [-2.00, -1.70, -0.36], [-0.75, -2.59, 0.23]]
}